1.
C9H8N4O | ωB97M-V/def2-TZVPD

Each line ends with the Mulliken spin population.
CARTESIAN COORDINATES (ANGSTROEM)
C: -0.7824 2.3896 -1.7181  0.313
C: -1.2684 2.1291 0.3527  0.316
C: -0.2313 1.1784 -1.2673  0.346
C: 0.0601 -1.5022 2.0219  -0.061
C: 0.4370 0.1442 -2.0499  0.060
C: 0.0779 -1.4963 -0.3703  -0.019
C: -0.9187 -2.4555 0.2677  0.012
C: 0.7178 -0.8113 0.8877  0.508
C: 1.8490 0.0991 0.9623  0.003
N: -1.2777 3.0420 -0.6034  -0.031
N: -0.8520 -2.3320 1.6598  0.292
N: 0.0982 -0.9837 -1.5050  0.173
N: -0.6357 1.0224 0.0282  -0.030
O: 1.0190 0.3610 -3.0614  0.046
H: -0.5985 3.0189 -2.5451  0.001
H: -1.6633 2.4716 1.2734  0.017
H: 0.2590 -1.2317 3.0320  -0.006
H: -1.9930 -2.5354 -0.1400  0.002
H: -0.6774 -3.5343 0.0605  0.001
H: 1.7545 0.9186 0.2190  0.017
H: 2.7039 -0.5334 0.5803  0.035
H: 1.9220 0.6407 1.9147  0.005

Values from the calculation:
E_LUMO (spin up / spin down): 0.0 / -3.3 eV
Multiplicity: 3
Net charge: 0

2.
C3H8N2O | ωB97M-V/def2-TZVPD

Each line ends with the natural charge from an NBO analysis.
CARTESIAN COORDINATES (ANGSTROEM)
C: -1.1533 -0.1575 0.4917  0.379
C: -0.4057 1.0588 0.2628  -0.594
N: 0.5534 -1.0523 0.0065  -0.789
C: 0.8464 0.3534 -0.6525  0.183
O: -2.0852 -0.4718 -0.4292  -0.653
N: 2.0870 0.8129 -0.6608  -0.877
H: -2.4798 -1.3309 -0.2360  0.490
H: -1.2714 -0.6063 1.4715  0.181
H: 1.1076 -1.1263 0.8588  0.371
H: 0.8149 -1.8435 -0.5873  0.386
H: 2.4833 0.8134 0.2811  0.297
H: -0.9203 1.8094 -0.3286  0.243
H: 0.0184 1.4778 1.1722  0.224
H: 0.4048 0.2630 -1.6503  0.159

Values from the calculation:
E_LUMO: 0.2 eV
Energy above the lowest of the compared OMol25 structures with the same formula, charge and spin: 4.666 eV
Net charge: 0

no.,total energy (eV)
1,-17465.1043
2,-8264.6604